Entry 1:
159
Properties=species:S:1:pos:R:3 method="wB97M-V/def2-TZVPD" fmax_ev_per_a=6.73 e_homo_ev=-8.62
C -0.56 -0.91 -1.84
C -0.25 0.32 -0.93
N -0.91 0.21 0.49
C -0.86 1.62 1.19
C -2.47 -0.21 0.37
C -3.32 -0.14 1.67
C -0.11 -0.86 1.30
C 1.31 -0.58 1.60
O 2.09 -0.74 0.48
C 3.43 -0.36 0.69
H -1.60 -0.89 -2.16
H -0.30 -1.89 -1.45
H 0.09 -0.77 -2.70
H -0.85 1.15 -1.31
H 0.82 0.53 -0.84
H 0.19 1.89 1.25
H -1.38 1.58 2.15
H -1.34 2.21 0.40
H -2.42 -1.26 0.07
H -2.95 0.43 -0.37
H -3.44 0.87 2.06
H -2.99 -0.95 2.32
H -4.36 -0.31 1.39
H -0.22 -1.84 0.83
H -0.82 -0.87 2.13
H 1.66 -1.17 2.45
H 1.48 0.42 2.02
H 3.80 -0.06 -0.29
H 3.97 -1.23 1.06
H 3.57 0.51 1.33
O -8.79 -5.96 0.99
C -8.57 -4.83 1.26
O -8.78 -3.85 0.48
B -8.27 -2.63 1.11
O -7.92 -3.09 2.46
C -8.05 -4.35 2.56
O -7.81 -5.02 3.63
O -7.13 -2.04 0.37
C -7.33 -0.79 0.18
O -6.53 0.09 -0.29
C -8.79 -0.56 0.64
O -9.30 -1.66 1.09
O -9.40 0.47 0.43
F -2.83 -3.62 3.27
C -1.47 -3.92 3.04
C -0.49 -3.29 3.74
C 0.82 -3.63 3.61
C 1.23 -4.50 2.58
C 0.22 -5.11 1.78
C -1.11 -4.78 2.00
H -0.74 -2.60 4.54
H 1.44 -3.03 4.26
H 2.29 -4.68 2.48
H 0.46 -5.85 1.03
H -1.86 -5.27 1.39
F -2.20 7.29 -0.70
C -1.81 6.65 0.41
C -0.75 7.10 1.19
C -0.30 6.31 2.23
C -0.97 5.22 2.64
C -2.03 4.81 1.90
C -2.47 5.49 0.73
H -0.27 8.05 1.02
H 0.55 6.70 2.77
H -0.84 4.77 3.61
H -2.48 3.87 2.17
H -3.33 5.21 0.14
F 2.53 -2.29 -4.69
C 2.88 -1.07 -4.50
C 2.80 -0.52 -3.19
C 2.97 0.89 -3.13
C 3.17 1.66 -4.18
C 3.55 1.09 -5.41
C 3.29 -0.28 -5.56
H 2.57 -1.17 -2.37
H 2.79 1.36 -2.17
H 3.27 2.72 -4.03
H 3.88 1.68 -6.25
H 3.33 -0.76 -6.53
F -3.96 -3.61 -5.59
C -4.21 -3.03 -4.37
C -4.40 -3.90 -3.30
C -4.65 -3.31 -2.04
C -4.57 -1.91 -1.82
C -4.39 -1.08 -2.91
C -4.20 -1.64 -4.19
H -4.50 -4.97 -3.33
H -4.62 -3.97 -1.19
H -4.61 -1.55 -0.80
H -4.25 -0.01 -2.91
H -4.09 -1.01 -5.05
C 0.10 4.54 -1.77
S 1.44 4.46 -0.53
O 1.87 3.02 -0.81
C 2.76 5.32 -1.54
H -0.27 5.56 -1.91
H -0.80 4.01 -1.45
H 0.51 4.09 -2.68
H 2.74 5.16 -2.62
H 3.74 4.93 -1.28
H 2.81 6.39 -1.31
C -2.59 3.70 -3.99
S -3.98 2.65 -3.38
O -3.34 2.17 -2.08
C -5.13 4.00 -3.00
H -2.96 4.28 -4.83
H -1.65 3.18 -4.18
H -2.36 4.36 -3.16
H -4.69 4.65 -2.25
H -6.08 3.62 -2.62
H -5.37 4.56 -3.90
C -0.97 -4.95 -3.24
O -0.29 -4.59 -2.13
C 1.10 -4.81 -2.07
O 1.81 -5.33 -2.92
O 1.53 -4.26 -0.90
C 2.90 -4.40 -0.51
H -1.35 -5.94 -3.01
H -0.26 -4.80 -4.05
H -1.75 -4.28 -3.62
H 3.12 -5.42 -0.19
H 3.26 -3.70 0.24
H 3.59 -4.07 -1.28
C 3.56 3.30 2.22
O 4.92 2.86 2.00
C 5.51 2.47 3.07
O 5.16 2.61 4.28
O 6.69 2.00 2.75
C 7.61 1.26 3.64
H 3.48 3.87 3.15
H 2.77 2.55 2.13
H 3.38 4.03 1.43
H 8.19 2.04 4.13
H 8.29 0.60 3.10
H 7.02 0.65 4.33
C 9.07 -2.77 -0.18
O 8.02 -2.03 -0.83
C 6.66 -2.34 -0.72
O 6.17 -3.19 -0.01
O 5.97 -1.65 -1.60
C 6.56 -0.95 -2.82
H 9.71 -2.08 0.37
H 9.68 -3.23 -0.96
H 8.71 -3.38 0.64
H 6.84 0.08 -2.59
H 5.79 -0.98 -3.59
H 7.38 -1.58 -3.15
C -2.04 1.57 5.40
O -0.95 0.66 5.46
C 0.25 0.95 4.83
O 0.52 1.80 4.02
O 1.20 0.08 5.25
C 2.52 0.06 4.77
H -2.35 1.58 4.35
H -1.86 2.63 5.60
H -2.96 1.28 5.90
H 2.90 -0.94 4.56
H 3.25 0.33 5.53
H 2.75 0.78 3.99

=====

Entry 2:
21
Properties=species:S:1:pos:R:3 method="wB97M-V/def2-TZVPD" charge=-1 fmax_ev_per_a=2.51 e_homo_ev=-2.43
C 0.39 1.24 -1.30
N 0.46 0.22 -0.24
C -0.87 -0.33 0.06
C -1.30 -1.54 -0.76
S -1.50 -1.37 -2.58
C -0.68 -0.86 1.53
N -1.92 -1.12 2.28
H 0.40 0.94 -2.37
H -0.62 1.66 -1.28
H 1.24 1.92 -1.26
H 1.02 -0.55 -0.60
H -1.65 0.43 -0.03
H -2.20 -1.97 -0.30
H -0.54 -2.33 -0.68
H -0.21 -0.06 2.09
H 0.04 -1.68 1.62
H -2.43 -1.97 2.06
H -2.52 -0.32 2.17
H 5.11 4.23 3.56
H 5.46 4.19 1.99
O 5.82 4.26 2.89

=====

Entry 3:
15
Properties=species:S:1:pos:R:3 method="wB97M-V/def2-TZVPD" charge=+2 fmax_ev_per_a=6.60 e_homo_ev=-21.95
C 0.71 0.93 -0.75
C -0.75 0.98 -0.67
C 2.42 -0.48 0.22
C -2.47 -0.46 0.49
N 1.09 -0.04 0.00
N -1.12 0.00 0.02
O 0.12 -0.67 0.47
H 1.33 1.64 -1.20
H -1.45 1.58 -1.14
H 2.57 -1.56 -0.03
H 3.05 0.26 -0.22
H 2.69 -0.47 1.27
H -2.23 -1.01 1.39
H -3.04 0.44 0.40
H -2.93 -1.14 -0.24

=====

Entry 4:
12
Properties=species:S:1:pos:R:3 method="wB97M-V/def2-TZVPD" smiles="N/N=C(/N)C(=O)S" fmax_ev_per_a=0.86 e_homo_ev=-8.90
N -0.15 1.78 0.34
N -1.02 0.72 -0.04
C -0.43 -0.39 -0.18
N -1.13 -1.47 -0.70
C 0.99 -0.75 0.22
O 1.16 -1.69 0.96
S 2.37 0.12 -0.46
H -0.73 2.63 0.32
H 0.13 1.60 1.30
H -0.77 -2.36 -0.41
H -2.11 -1.37 -0.53
H 1.69 1.21 -0.81

=====

no.,LUMO (eV),HOMO-LUMO gap (eV)
1,-0.34,8.28
2,2.61,5.04
3,-11.13,10.82
4,0.42,9.32